Here is 6 unconnected molecules or ions with the total composition C8H15Cl11FNOP from OMol25. Energies are from ωB97M-V/def2-TZVPD.

The geometry in XYZ format:
```
38
C8H15Cl11FNOP ωB97M-V/def2-TZVPD
N -2.732 -3.160 2.830
P -3.706 -1.951 2.367
C -4.523 -2.338 0.696
F -5.505 -3.412 0.837
C -3.329 -2.849 -0.282
C -2.645 -1.522 -0.890
O -3.054 -0.392 -0.540
Cl -1.272 -1.555 -2.123
H -1.767 -2.797 2.965
H -4.709 -1.744 3.354
H -2.892 -0.764 2.312
H -2.580 -3.527 0.259
H -3.819 -3.474 -1.102
C -0.046 2.021 -2.565
Cl 0.360 1.433 -4.183
Cl 1.186 3.142 -1.967
H -1.004 2.536 -2.606
H -0.113 1.172 -1.886
C 2.714 -0.269 -1.347
Cl 1.325 -0.668 -0.331
Cl 4.179 -0.064 -0.377
H 2.872 -1.075 -2.062
H 2.509 0.660 -1.877
C 0.315 6.550 -1.358
Cl -1.063 7.654 -1.277
Cl 1.810 7.420 -1.725
H 0.424 6.049 -0.397
H 0.134 5.814 -2.139
C -0.074 -5.935 1.747
Cl -0.047 -4.611 2.913
Cl 1.345 -5.891 0.690
H -0.084 -6.881 2.286
H -0.973 -5.849 1.137
C 5.344 3.108 1.351
Cl 3.965 4.211 1.431
Cl 6.838 3.979 0.978
H 5.456 2.610 2.313
H 5.161 2.369 0.572
```

Kohn-Sham gap = 0.1757 Ha
Largest force on an atom = 5.43 eV/Å
HOMO level = -0.10244 hartree
Total charge = -1
E_tot = -5947.05738 Eh
E_LUMO = 1.992 eV

Atom charges from the Mulliken analysis, given in e for atoms 1 to 6: -0.650, 0.274, -0.313, -0.291, -0.271, 0.506